1.
Computed, not measured: C6H2F6O4PRb as an isolated structure at a distorted geometry, with wB97M-V/def2-TZVPD.

Positions of all 20 atoms, in Å:
Rb -2.044 -1.235 0.236
C 0.412 1.376 1.110
C 1.684 1.940 0.817
C 2.905 1.456 1.615
O 4.037 1.711 1.192
C 2.685 0.649 2.760
C 1.434 0.097 3.074
C 0.241 0.473 2.174
O -0.898 -0.031 2.389
O 1.205 -0.655 4.046
O 1.858 2.777 -0.075
H -0.431 1.666 0.492
H 3.526 0.283 3.339
P -2.352 -1.475 -3.340
F -1.262 -0.640 -2.496
F -2.388 -2.599 -2.128
F -3.559 -0.742 -2.511
F -3.464 -2.346 -4.145
F -2.387 -0.371 -4.488
F -1.202 -2.334 -4.063

Properties
E   -40701.9677 eV
LUMO   3.7381 eV
HOMO energy   -0.53 eV
Net charge   -2
Relative energy (zero: lowest compared OMol25 entry of this formula, charge and spin)   0.00 kJ/mol

2.
Computed, not measured: C22H37N8O5S4Y as an isolated structure at a distorted geometry, with wB97M-V/def2-TZVPD.

Positions of all 77 atoms, in Å:
Y -0.869 -0.389 -1.009
C 7.262 -1.625 -1.336
C 5.916 -1.113 -0.891
C 4.765 -1.368 -1.624
C 3.533 -0.874 -1.221
C 3.441 -0.106 -0.073
C 4.582 0.140 0.689
C 5.807 -0.361 0.278
S 1.871 0.545 0.516
O 1.291 1.472 -0.447
O 2.282 1.169 1.776
N 0.824 -0.607 0.661
C 1.283 -1.892 1.195
C 0.780 -3.044 0.307
O 1.269 -4.160 0.494
O -0.150 -2.731 -0.518
H 7.165 -2.362 -2.135
H 7.795 -2.089 -0.502
H 7.881 -0.805 -1.709
H 4.820 -1.966 -2.528
H 2.650 -1.079 -1.806
H 4.482 0.717 1.597
H 6.694 -0.169 0.874
H 0.890 -2.060 2.204
H 2.369 -1.961 1.260
S 0.853 -0.477 -3.272
C 0.371 0.849 -4.291
C 1.136 0.996 -5.502
N 1.765 1.082 -6.465
C -0.645 1.718 -4.039
S -1.693 1.702 -2.648
C -0.914 2.759 -4.998
N -1.154 3.597 -5.753
N -2.184 -1.860 2.045
H -2.615 -1.416 1.208
H -2.860 -2.536 2.384
H -1.418 -2.410 1.660
N -2.462 -1.977 -3.905
N -1.587 -2.300 -2.800
H -2.021 -1.171 -4.336
H -3.282 -1.594 -3.457
H -0.783 -2.771 -3.186
H -2.064 -2.975 -2.214
C -5.024 -2.222 -0.562
C -4.408 -0.816 -0.659
C -4.959 0.014 0.514
C -4.920 -0.155 -1.948
O -3.019 -0.956 -0.617
H -6.116 -2.188 -0.659
H -4.768 -2.672 0.403
H -4.617 -2.855 -1.355
H -6.051 -0.060 0.544
H -4.680 1.061 0.397
H -4.546 -0.335 1.464
H -5.958 0.170 -1.823
H -4.892 -0.845 -2.796
H -4.307 0.712 -2.186
C 0.835 4.940 2.226
C 0.172 3.746 1.551
N 0.027 2.659 2.523
C -0.868 1.645 2.332
S -2.052 1.642 1.111
N -0.829 0.622 3.188
C 0.192 0.402 4.199
C 0.012 1.295 5.431
H 0.929 5.766 1.518
H 1.838 4.680 2.583
H 0.240 5.273 3.081
H 0.760 3.406 0.697
H -0.815 4.004 1.189
H 0.936 2.298 2.799
H -1.389 -0.186 2.895
H 1.185 0.550 3.770
H 0.113 -0.643 4.496
H 0.041 2.347 5.146
H 0.809 1.104 6.156
H -0.951 1.097 5.909

Properties
E   -89964.8826 eV
LUMO   4.1021 eV
HOMO energy   -1.81 eV
Net charge   -2
Relative energy (zero: lowest compared OMol25 entry of this formula, charge and spin)   123.91 kJ/mol

3.
Computed, not measured: C48H51BrCsN9O6PS as an isolated structure at a distorted geometry, with wB97M-V/def2-TZVPD.

Positions of all 118 atoms, in Å:
Cs -0.347 1.192 0.097
C -3.377 -6.937 -0.099
C -2.956 -5.490 -0.135
C -3.843 -4.474 -0.298
C -3.438 -3.111 -0.375
C -4.444 -2.158 -0.577
N -4.332 -0.963 -1.107
C -3.244 -0.499 -1.960
C -3.794 0.296 -3.136
C -2.680 0.757 -4.095
N -2.674 -0.058 -5.322
C -2.474 -1.370 -5.387
C -1.674 -2.191 -4.602
C -2.008 -3.588 -4.611
C -1.312 -4.507 -3.904
C -1.695 -5.962 -3.831
C -0.147 -4.056 -3.212
C 0.274 -2.767 -3.182
C 1.536 -2.504 -2.467
N 1.920 -1.416 -1.958
C 3.193 -1.467 -1.259
C 3.012 -1.441 0.249
C 2.349 -2.677 0.851
N 0.905 -2.631 0.699
C 0.326 -3.667 0.274
C -1.123 -3.858 0.066
C -1.584 -5.139 0.008
C -2.051 -2.730 -0.072
O -1.706 -1.562 0.111
C -0.475 -1.715 -3.887
O -0.076 -0.554 -3.938
H -4.459 -7.032 -0.187
H -3.072 -7.413 0.836
H -2.925 -7.507 -0.915
H -4.900 -4.700 -0.419
H -5.456 -2.427 -0.284
H -5.144 -0.363 -1.059
H -2.701 -1.378 -2.305
H -2.566 0.139 -1.407
H -4.310 1.178 -2.748
H -4.526 -0.300 -3.690
H -1.708 0.717 -3.616
H -2.835 1.792 -4.392
H -3.255 0.315 -6.054
H -3.033 -1.862 -6.181
H -2.887 -3.896 -5.172
H -2.649 -6.147 -4.323
H -1.788 -6.270 -2.787
H -0.937 -6.593 -4.302
H 0.452 -4.804 -2.697
H 2.165 -3.406 -2.368
H 3.781 -0.589 -1.539
H 3.762 -2.367 -1.545
H 2.381 -0.592 0.523
H 3.982 -1.253 0.716
H 2.564 -2.677 1.924
H 2.769 -3.604 0.426
H 0.917 -4.571 0.034
H -0.860 -5.946 0.112
N -3.067 7.184 6.633
C -2.711 6.271 5.619
C -3.690 5.688 4.820
C -3.335 4.821 3.797
C -1.997 4.542 3.566
C -1.016 5.117 4.356
C -1.370 5.979 5.378
S -1.553 3.469 2.226
O -2.662 2.546 2.064
O -1.266 4.313 1.090
N -0.203 2.738 2.597
C -0.169 1.732 3.491
N -1.027 1.690 4.537
C -0.919 0.657 5.357
C 0.013 -0.353 5.195
C 0.852 -0.218 4.098
N 0.790 0.793 3.250
H -3.997 7.029 6.993
H -2.399 7.221 7.388
H -4.736 5.911 5.006
H -4.088 4.341 3.186
H 0.022 4.868 4.173
H -0.606 6.430 6.002
H -1.620 0.639 6.188
H 0.078 -1.195 5.870
H 1.607 -0.970 3.886
Br -6.510 1.555 1.254
C -5.829 2.725 -0.084
C -6.658 3.681 -0.645
N -6.241 4.500 -1.608
C -4.986 4.356 -2.044
C -4.095 3.416 -1.541
C -4.523 2.592 -0.512
C -2.706 3.215 -2.158
O -2.441 3.913 -3.145
O -2.021 2.310 -1.616
H -7.683 3.791 -0.309
H -4.655 5.008 -2.842
H -3.841 1.880 -0.062
C 1.938 3.979 -0.792
P 2.717 2.382 -1.271
C 2.148 2.256 -3.011
C 4.472 2.898 -1.459
C 5.344 2.571 -0.419
C 6.686 2.925 -0.472
C 7.181 3.600 -1.580
C 6.325 3.923 -2.625
C 4.982 3.578 -2.562
H 2.320 4.780 -1.429
H 2.152 4.211 0.251
H 0.850 3.944 -0.910
H 2.180 3.199 -3.560
H 1.112 1.907 -2.997
H 2.729 1.496 -3.534
H 4.958 2.031 0.438
H 7.347 2.667 0.347
H 8.228 3.870 -1.631
H 6.707 4.448 -3.493
H 4.325 3.840 -3.383

Properties
E   -167016.8035 eV
LUMO   1.6692 eV
HOMO energy   -5.48 eV
Net charge   -1
Relative energy (zero: lowest compared OMol25 entry of this formula, charge and spin)   68.15 kJ/mol

4.
Computed, not measured: the molecule C11H14ClNS at a distorted geometry, with wB97M-V/def2-TZVPD.

Positions of all 28 atoms, in Å:
Cl -2.097 -2.334 -0.554
C -2.000 -0.638 -0.332
C -2.737 0.158 -1.191
C -2.690 1.546 -1.055
C -1.924 2.056 -0.024
C -1.212 1.263 0.818
C -1.108 -0.145 0.635
C -0.174 -0.962 1.503
N 1.268 -0.788 1.174
C 1.699 -1.747 0.123
C 1.402 -1.350 -1.313
S 2.235 0.181 -1.778
C 1.723 1.205 -0.361
C 1.908 0.462 0.951
H -3.485 -0.256 -1.909
H -3.396 2.162 -1.572
H -1.810 3.143 0.202
H -0.564 1.717 1.594
H -0.427 -2.022 1.383
H -0.305 -0.744 2.559
H 1.146 -2.652 0.408
H 2.789 -1.948 0.268
H 0.308 -1.228 -1.431
H 1.782 -2.055 -2.029
H 2.327 2.109 -0.438
H 0.689 1.463 -0.516
H 3.028 0.272 1.127
H 1.626 1.133 1.758

Properties
E   -36481.2722 eV
SMILES string   Clc1ccccc1CN1CCSCC1
LUMO   0.7524 eV
HOMO energy   -8.07 eV
Relative energy (zero: lowest compared OMol25 entry of this formula, charge and spin)   0.00 kJ/mol

5.
Computed, not measured: C23H24CoN6 as an isolated structure, with wB97M-V/def2-TZVPD.

Positions of all 54 atoms, in Å:
Co 0.575 0.619 -0.140
C -0.178 -1.519 1.468
N -0.869 -0.418 0.752
C -1.836 -0.887 -0.273
C -1.837 -0.007 -1.502
C -2.875 -0.038 -2.414
C -2.769 0.725 -3.565
C -1.631 1.495 -3.765
C -0.646 1.480 -2.800
N -0.748 0.743 -1.683
C -1.544 0.470 1.751
C -0.738 1.682 2.158
C -1.055 2.418 3.284
C -0.337 3.574 3.539
C 0.674 3.955 2.667
C 0.932 3.159 1.573
N 0.236 2.037 1.321
C 1.689 -2.110 -0.226
C 1.398 -2.335 -1.700
C 1.889 -1.499 -2.622
C 2.602 -0.302 -2.225
C 2.575 0.026 -0.910
N 1.954 -0.729 0.075
H -0.895 -2.083 2.065
H 0.544 -1.065 2.139
H -2.841 -0.938 0.148
H -1.566 -1.897 -0.577
H -3.751 -0.647 -2.223
H -3.568 0.724 -4.296
H -1.511 2.107 -4.649
H 0.249 2.078 -2.900
H -1.830 -0.110 2.632
H -2.470 0.825 1.299
H -1.849 2.093 3.946
H -0.565 4.174 4.410
H 1.257 4.850 2.834
H 1.725 3.403 0.878
H 0.844 -3.216 -2.002
H 1.736 -1.711 -3.673
H 3.096 0.334 -2.947
H 3.110 0.907 -0.557
N 2.239 -6.405 -0.477
C 1.887 -5.190 -0.106
C 0.519 -4.900 0.097
C -0.016 -3.725 0.565
N 0.481 -2.485 0.587
C 2.861 -2.948 0.269
C 2.967 -4.272 0.243
H 1.554 -7.119 -0.670
H 3.210 -6.664 -0.561
H -0.176 -5.729 0.039
H -1.015 -3.797 0.982
H 3.698 -2.362 0.634
H 3.907 -4.726 0.539

Properties
E   -70792.8325 eV
LUMO (alpha / beta)   -6.4250 / -6.2618 eV
HOMO energy (alpha / beta)   -13.26 / -13.37 eV
Net charge   +2
Spin multiplicity   2
Relative energy (zero: lowest compared OMol25 entry of this formula, charge and spin)   456.76 kJ/mol

6.
Computed, not measured: a 3-piece molecular cluster, C2H12NO2 overall at a distorted geometry, with wB97M-V/def2-TZVPD.

Positions of all 17 atoms, in Å:
C -1.626 -1.340 0.714
N -0.207 -0.909 0.382
C 0.466 -1.799 -0.651
H -2.010 -0.643 1.460
H -2.287 -1.434 -0.178
H -1.531 -2.318 1.219
H 0.277 -0.807 1.272
H -0.159 0.058 0.022
H 0.576 -1.125 -1.495
H -0.104 -2.698 -0.834
H 1.440 -2.188 -0.250
H 2.237 1.547 -1.114
H 1.244 2.314 -1.971
O 1.325 1.535 -1.415
H -0.407 2.546 0.347
H -0.485 2.195 1.868
O -0.134 1.914 1.021

Properties
E   -7847.3863 eV
LUMO   -3.0518 eV
HOMO energy   -15.37 eV
Net charge   +1
Relative energy (zero: lowest compared OMol25 entry of this formula, charge and spin)   73.30 kJ/mol

7.
Computed, not measured: C33H42Br69N5O2P as an isolated structure at a distorted geometry, with wB97M-V/def2-TZVPD.

Positions of all 152 atoms, in Å:
C -2.453 -3.608 0.811
C -2.774 -3.285 -0.398
N -2.420 -2.064 -1.052
C -1.171 -1.764 -1.314
N -0.136 -2.565 -0.973
C 0.903 -1.921 -1.433
P 2.521 -2.782 -1.102
N 2.999 -2.318 0.326
N 0.631 -0.775 -2.033
C 1.596 0.115 -2.650
C 1.517 1.570 -2.177
C 2.491 1.912 -1.016
C 1.782 1.773 0.362
O 1.988 2.858 1.243
N -0.712 -0.701 -1.934
C -1.564 0.378 -2.426
C -1.957 1.268 -1.192
O -2.459 0.833 -0.256
H -2.951 -4.458 1.260
H -1.672 -3.065 1.336
H -3.324 -4.014 -0.990
H -3.154 -1.441 -1.348
H 3.449 -2.544 -2.144
H 2.258 -4.184 -1.021
H 3.918 -1.891 0.243
H 2.579 -0.263 -2.348
H 1.547 -0.015 -3.738
H 1.809 2.191 -3.038
H 0.519 1.912 -1.893
H 2.734 2.982 -1.128
H 3.449 1.388 -1.072
H 0.694 1.686 0.217
H 2.150 0.852 0.831
H 2.520 3.545 0.838
H -1.030 0.960 -3.175
H -2.511 -0.023 -2.809
H -1.683 2.341 -1.265
C 5.356 4.197 -2.660
Br 6.197 3.036 -1.365
Br 4.851 3.233 -4.255
Br 3.857 5.152 -1.887
H 6.082 4.941 -2.956
C -4.849 3.055 1.783
Br -5.024 3.737 3.575
Br -6.550 2.484 1.073
Br -3.969 4.318 0.616
H -4.216 2.179 1.836
C -7.821 1.569 5.255
Br -6.617 1.983 6.703
Br -7.567 -0.229 4.603
Br -9.659 1.904 5.734
H -7.578 2.238 4.440
C 9.014 0.245 0.785
Br 10.472 1.267 1.520
Br 7.311 1.105 1.096
Br 9.292 -0.159 -1.081
H 8.992 -0.699 1.311
C 2.483 2.087 3.783
Br 2.974 0.598 2.653
Br 1.055 1.619 4.992
Br 4.014 2.789 4.727
H 2.112 2.872 3.137
C 6.506 -0.165 5.238
Br 6.934 -1.582 4.008
Br 5.097 -0.656 6.467
Br 8.063 0.488 6.170
H 6.129 0.652 4.637
C 10.711 -4.015 0.243
Br 9.217 -3.376 1.282
Br 11.883 -2.575 -0.276
Br 11.664 -5.426 1.145
H 10.304 -4.438 -0.665
C -6.848 -0.874 -1.666
Br -6.787 -2.796 -1.512
Br -8.428 -0.137 -0.853
Br -5.234 -0.065 -0.974
H -6.894 -0.639 -2.720
C 1.575 -3.168 -5.567
Br 0.046 -2.488 -4.615
Br 2.865 -1.789 -5.951
Br 2.363 -4.630 -4.623
H 1.220 -3.544 -6.517
C -0.318 -7.131 -0.216
Br -0.321 -6.303 1.517
Br -2.095 -7.611 -0.785
Br 0.594 -6.020 -1.493
H 0.244 -8.052 -0.136
C -7.241 -5.177 -4.509
Br -7.991 -3.973 -5.816
Br -8.421 -6.653 -4.134
Br -5.479 -5.780 -5.019
H -7.129 -4.618 -3.593
C 14.330 -1.756 -3.715
Br 15.333 -2.745 -2.396
Br 12.821 -2.764 -4.378
Br 13.797 -0.023 -3.057
H 14.990 -1.590 -4.554
C -5.696 7.851 3.049
Br -5.882 8.540 4.840
Br -7.391 7.288 2.319
Br -4.800 9.105 1.888
H -5.069 6.972 3.110
C -1.570 -10.216 3.033
Br -0.136 -9.233 3.861
Br -3.245 -9.268 3.149
Br -1.147 -10.706 1.210
H -1.686 -11.135 3.590
C -0.368 4.051 -6.092
Br 0.971 4.712 -4.867
Br -0.015 2.223 -6.614
Br -2.148 4.257 -5.379
H -0.310 4.654 -6.987
C 0.261 9.019 -3.892
Br -1.154 9.684 -2.763
Br 1.373 10.442 -4.563
Br 1.306 7.653 -3.009
H -0.207 8.547 -4.753
C 2.583 0.155 9.916
Br 4.277 1.075 9.923
Br 1.099 1.381 10.027
Br 2.416 -1.029 8.399
H 2.553 -0.462 10.803
C -1.428 8.231 -7.861
Br -0.318 7.323 -6.564
Br -2.957 7.166 -8.353
Br -1.934 9.985 -7.249
H -0.831 8.362 -8.753
C 0.395 -3.059 5.804
Br 1.019 -4.184 7.240
Br 0.059 -4.076 4.197
Br -1.134 -2.007 6.324
H 1.194 -2.365 5.576
C -1.279 -9.367 8.344
Br -2.874 -9.358 7.258
Br -0.513 -11.132 8.477
Br 0.011 -8.071 7.726
H -1.572 -9.072 9.341
C 3.806 -4.199 -9.645
Br 4.975 -3.783 -8.166
Br 4.078 -5.994 -10.285
Br 1.950 -3.867 -9.219
H 4.067 -3.530 -10.453
C -7.731 9.945 -0.471
Br -8.401 11.723 -0.791
Br -9.143 8.634 -0.496
Br -6.311 9.485 -1.694
H -7.308 9.937 0.525
C -13.835 1.825 6.191
Br -13.198 0.611 7.548
Br -14.208 0.911 4.534
Br -15.351 2.847 6.802
H -13.038 2.528 5.993

Properties
E   -4888650.4393 eV
LUMO   -2.6139 eV
HOMO energy   -11.19 eV
Net charge   +1

8.
Computed, not measured: a 2-piece molecular cluster, C7H10N2O2 overall at a distorted geometry, with wB97M-V/def2-TZVPD.

Positions of all 21 atoms, in Å:
C -2.693 -0.936 0.739
N -1.206 -1.065 0.794
C -0.242 -0.437 0.123
C -0.422 0.702 -0.704
C 0.616 1.154 -1.465
C 1.827 0.505 -1.588
C 2.042 -0.665 -0.899
C 1.062 -1.044 0.046
H -3.064 -1.286 1.701
H -3.008 0.091 0.706
H -3.074 -1.444 -0.198
H -0.843 -2.031 0.943
H -1.435 1.124 -0.813
H 0.644 2.096 -1.958
H 2.457 0.643 -2.482
H 2.984 -1.078 -0.795
H 1.116 -2.007 0.627
O 0.538 0.303 2.606
N 1.545 0.260 1.956
O 1.816 1.408 1.178
H 2.469 0.949 0.535

Properties
E   -14491.8881 eV
SMILES string   CNc1ccccc1.O=NO
LUMO   0.4782 eV
HOMO energy   -7.80 eV
Relative energy (zero: lowest compared OMol25 entry of this formula, charge and spin)   498.70 kJ/mol